{"formula": "C10H16", "method": "ωB97M-V/def2-TZVPD", "smiles": "Cc1ccccc1.CCC", "orbital_gap_ha": 0.3672, "e_above_lowest_ev": 0.6813, "e_lumo_ev": 1.0145, "elements": ["C", "C", "C", "C", "C", "C", "C", "C", "C", "C", "H", "H", "H", "H", "H", "H", "H", "H", "H", "H", "H", "H", "H", "H", "H", "H"], "coordinates": [[0.02637, 0.55252, -0.04811], [-0.53846, -3.45835, 1.28969], [0.76000, 1.66307, 0.38021], [-0.02694, 2.92784, -1.54526], [0.69518, -3.13355, 0.48537], [-0.57981, 1.74384, -2.02980], [0.70806, 2.83181, -0.36081], [-0.61125, 0.59532, -1.28307], [1.47177, 1.63131, 1.71898], [-1.85656, -3.31110, 0.50025], [-0.23889, 3.84191, -2.07450], [-0.50918, -4.49165, 1.66118], [-2.19670, -2.26909, 0.50905], [1.67191, 0.60512, 2.02058], [-0.57145, -2.90712, 2.23242], [1.08778, 3.79468, -0.02186], [0.99245, -3.95010, -0.17703], [-0.87481, 1.75454, -3.07395], [-2.67220, -3.94882, 0.81671], [2.37283, 2.22816, 1.62017], [0.82809, 2.04682, 2.49829], [-0.04106, -0.30388, 0.60652], [0.59582, -2.21283, -0.09702], [-1.19640, -0.24627, -1.63933], [-1.58836, -3.40847, -0.55882], [1.62528, -2.93187, 1.02852]], "atomic_forces_ev_per_a": [[0.2, 0.7, -0.2], [-0.7, -0.8, 0.9], [-0.3, -0.4, 0.6], [0.2, -1.5, 0.6], [1.0, 0.4, -0.4], [0.2, 1.0, -1.1], [-0.9, 1.5, -0.7], [-0.1, -0.6, 0.5], [-0.5, 0.0, -0.5], [1.1, 1.3, -0.6], [0.5, 0.2, 0.0], [0.3, 0.0, -0.3], [-0.1, -0.1, 0.4], [0.3, 0.0, -0.1], [0.0, 0.4, -0.2], [0.4, -0.4, 0.4], [-0.4, 0.1, -0.2], [-0.7, -0.2, 0.2], [0.0, -0.2, -0.1], [0.2, -0.1, 0.4], [0.1, 0.2, 0.0], [0.0, -0.1, -0.1], [-0.3, -0.2, -0.2], [0.3, -0.1, 0.0], [-0.4, -0.7, 0.0], [-0.3, -0.2, 0.6]], "lowdin_charge": [-0.0526, -0.3225, -0.2774, -0.0784, -0.1370, -0.1158, -0.0623, -0.0926, -0.0477, -0.1137, 0.0989, 0.0957, 0.0603, 0.0703, 0.0934, 0.1113, 0.0743, 0.1007, 0.0622, 0.0751, 0.0828, 0.0889, 0.0455, 0.1020, 0.0679, 0.0705]}